# C45H52IrN6P2S

A structure of composition C45H52IrN6P2S (ωB97M-V with the def2-TZVPD basis set, the Open Molecules 2025 dataset).

Geometry as XYZ:
```
107
Properties=species:S:1:pos:R:3:forces:R:3:lowdin_spin:R:1
Ir 0.65610 -0.12250 0.18190 1.03 0.97 -0.24 0.201
N -0.46770 -2.12600 2.09340 -0.11 0.14 0.26 -0.001
P 0.51920 -0.84100 2.62910 0.53 -1.75 -1.64 -0.007
C -0.25440 -0.51740 4.25780 -0.01 0.83 -0.51 -0.001
C 0.45570 -0.69100 5.44240 0.23 -0.07 -0.17 -0.001
C -0.20520 -0.63520 6.65690 -0.09 -0.04 0.09 0.000
C -1.56920 -0.39480 6.70170 0.08 0.01 -0.05 -0.001
C -2.26430 -0.14140 5.52840 -0.07 -0.01 -0.06 0.000
C -1.60590 -0.18040 4.31270 -0.06 0.00 -0.14 -0.001
C 2.09840 -1.59750 3.13450 -0.05 0.48 -0.17 -0.002
C 3.17910 -0.73620 3.30340 -0.20 -0.04 -0.09 0.000
C 4.39440 -1.22440 3.74430 0.12 0.03 0.02 0.000
C 4.54070 -2.57930 3.99750 0.02 0.00 -0.02 0.000
C 3.46920 -3.44080 3.82540 -0.04 -0.04 0.08 0.000
C 2.24540 -2.95210 3.40310 -0.24 0.15 -0.02 -0.001
P -0.78320 -2.24430 0.42440 0.50 0.91 1.18 0.007
C -0.25560 -3.93520 -0.03340 0.30 0.56 -0.53 0.003
C -0.00190 -4.20300 -1.37600 0.00 0.09 0.17 0.001
C 0.28910 -5.49400 -1.78170 -0.01 -0.02 -0.10 0.000
C 0.32950 -6.51940 -0.84960 0.03 -0.03 -0.06 0.000
C 0.07650 -6.25620 0.48670 -0.03 -0.01 0.06 0.000
C -0.21780 -4.96760 0.89680 -0.03 0.26 0.05 0.001
C -2.58740 -2.56930 0.39570 0.15 0.46 -0.20 0.000
C -3.40500 -2.13740 1.43430 0.19 0.09 0.01 0.000
C -4.73400 -2.51990 1.48140 -0.14 -0.05 0.01 0.000
C -5.26390 -3.31960 0.48280 0.03 0.06 0.04 0.000
C -4.46650 -3.70900 -0.58280 -0.03 -0.02 -0.05 0.000
C -3.13820 -3.32980 -0.63460 0.06 0.00 0.03 0.000
H -0.91120 -2.74370 2.76490 0.03 0.03 0.00 0.000
H 1.51540 -0.89450 5.41870 0.04 -0.04 0.04 0.000
H 0.34650 -0.80020 7.56970 0.05 -0.01 0.06 0.000
H -2.09000 -0.39860 7.64670 -0.03 0.06 0.09 0.000
H -3.32130 0.07640 5.56330 -0.06 0.05 -0.02 0.000
H -2.14010 0.04640 3.40010 -0.08 -0.01 -0.05 0.000
H 3.04450 0.31710 3.10290 0.11 0.17 -0.03 0.000
H 5.22430 -0.55270 3.90410 0.08 0.07 -0.04 0.000
H 5.49160 -2.96080 4.33230 0.11 -0.07 0.06 0.000
H 3.57770 -4.49300 4.03830 0.04 -0.11 0.00 0.000
H 1.40690 -3.62070 3.28120 -0.07 -0.12 -0.04 0.000
H -0.03360 -3.39490 -2.09670 0.05 0.02 -0.10 0.000
H 0.47570 -5.70110 -2.82510 0.04 -0.03 -0.07 0.000
H 0.55330 -7.52780 -1.16270 0.02 -0.07 -0.05 0.000
H 0.09170 -7.05830 1.21060 0.03 -0.03 0.03 0.000
H -0.42750 -4.77920 1.93970 -0.01 0.00 0.10 0.000
H -3.00150 -1.51890 2.22180 0.03 -0.01 0.09 0.000
H -5.35050 -2.20970 2.31060 -0.07 0.05 0.07 0.000
H -6.29240 -3.64040 0.53480 -0.11 -0.02 0.00 0.000
H -4.87590 -4.33300 -1.36210 -0.04 -0.03 -0.10 0.000
H -2.52390 -3.65270 -1.46210 0.01 -0.09 -0.04 0.000
S -0.51210 2.08420 0.81970 -0.63 -1.25 0.85 0.021
C 0.02180 3.48810 -0.00640 0.28 -0.65 -0.42 0.006
N 0.29960 4.55950 0.71980 -0.17 -0.07 0.11 0.003
C 0.61490 5.84950 0.13880 0.03 0.43 -0.34 0.000
C -0.03540 5.93770 -1.23790 0.08 -0.10 0.03 0.000
C 0.37800 4.73420 -2.07830 0.13 0.47 -0.19 0.000
N 0.11550 3.51870 -1.32670 -0.03 0.07 -0.06 0.001
H 0.20860 4.47960 1.72010 -0.02 -0.16 -0.02 0.000
H 1.70250 5.96190 0.06620 -0.09 0.03 -0.01 0.000
H 0.23630 6.63200 0.79850 0.05 -0.09 -0.05 0.000
H 0.25690 6.86260 -1.72920 0.02 0.00 -0.04 0.000
H -1.12230 5.94050 -1.12890 0.03 0.05 0.02 0.000
H 1.43960 4.78870 -2.34270 -0.10 0.00 -0.01 0.000
H -0.20370 4.69790 -3.00230 0.09 -0.03 0.09 0.000
H -0.05590 2.66050 -1.83110 -0.09 -0.01 0.22 0.000
N -2.05280 -0.26360 -1.76380 -0.13 0.00 -0.09 0.000
C -1.07010 -0.00010 -2.66630 -0.20 0.05 0.12 0.000
C -1.29820 -0.14050 -4.04640 0.12 0.05 -0.06 0.000
C -0.27670 0.10710 -4.93170 -0.16 -0.03 0.37 0.000
C 0.96400 0.50020 -4.43080 0.04 0.12 0.18 0.000
C 1.11280 0.61910 -3.07080 0.27 0.10 -0.36 0.003
N 0.12830 0.37550 -2.19020 0.39 -0.68 1.28 0.010
H -2.97980 -0.44680 -2.11180 0.02 0.09 0.03 0.000
H -1.98750 0.16440 -0.85000 0.02 -0.04 -0.09 0.000
H -2.27990 -0.42680 -4.38760 -0.12 -0.04 -0.04 0.000
H -0.43810 0.01440 -5.99370 -0.03 -0.04 -0.12 0.000
H 1.78760 0.71380 -5.08740 0.18 0.05 -0.07 0.000
H 2.05490 0.93100 -2.64730 0.11 -0.07 0.08 0.001
C 3.30210 2.65650 1.46690 0.03 -0.07 -0.03 0.008
C 4.21110 2.53120 0.24590 -0.07 0.10 0.11 0.014
C 3.48170 2.95310 -1.02830 0.16 -0.11 0.10 0.007
C 4.78380 1.14350 0.13180 -0.07 0.40 0.13 0.133
C 6.13050 0.95680 0.31910 -0.15 0.13 -0.02 -0.005
C 6.73390 -0.28270 0.14480 -0.09 -0.02 -0.08 0.207
C 5.95310 -1.35080 -0.27970 -0.06 -0.10 0.03 -0.008
C 4.59550 -1.24820 -0.45870 -0.23 -0.40 -0.10 0.137
C 3.83090 -2.43850 -0.97420 -0.03 -0.16 0.00 0.015
C 3.01030 -2.09450 -2.21360 0.00 0.07 0.08 0.007
C 2.94850 -3.05760 0.10560 -0.03 0.12 0.06 0.012
C 3.92230 0.00760 -0.16380 1.56 0.15 0.15 0.039
N 2.64600 0.12010 -0.16580 -3.72 -0.97 0.41 0.179
H 2.95950 3.68360 1.57490 -0.06 0.10 0.05 0.001
H 3.84700 2.37880 2.36710 -0.01 0.04 0.14 0.000
H 2.43810 1.99810 1.35270 0.04 0.20 0.16 0.000
H 5.05530 3.21570 0.37910 -0.03 -0.11 0.01 0.000
H 2.57530 2.36590 -1.15700 -0.08 0.07 -0.03 0.000
H 4.12230 2.81120 -1.89470 0.03 0.04 -0.18 0.000
H 3.21890 4.00610 -0.96430 -0.07 0.15 -0.02 0.000
H 6.73350 1.80930 0.59180 0.08 0.13 -0.01 -0.004
H 7.79800 -0.39920 0.27450 0.09 -0.02 0.06 0.011
H 6.42700 -2.29920 -0.48410 0.02 -0.12 -0.05 -0.004
H 4.57450 -3.19080 -1.26190 -0.02 0.13 0.04 0.000
H 2.19250 -1.43130 -1.93550 0.00 -0.13 -0.17 0.001
H 2.59020 -2.99940 -2.64490 -0.02 -0.11 -0.10 0.000
H 3.62580 -1.59670 -2.95960 0.02 0.01 -0.17 0.000
H 2.15080 -2.35530 0.38340 0.25 -0.39 -0.02 0.002
H 3.52780 -3.28530 0.99600 0.06 -0.04 0.10 0.000
H 2.49980 -3.97670 -0.26480 -0.03 -0.08 0.02 0.001
```
Forces are in eV/Å.

Output
Energy above the lowest of the compared OMol25 structures with the same formula, charge and spin = 247.4 kJ/mol
Calculated total energy = -3259.28832 a.u.
Net charge = +2
Molar mass = 963.2 u
Expectation value of S² = 0.851
LUMO level (spin up / spin down) = -6.36 / -6.21 eV
Spin multiplicity = 2